No. 1
83
Properties=species:S:1:pos:R:3:forces:R:3 method="wB97M-V/def2-TZVPD" homo_ev=-9.251 energy_ha=-2246.33120 lumo_ev=-0.83 total_charge=0 smiles="CCCC[C@H]1C[C@H](N)C(=O)N1.O=[N+]([O-])c1ccccc1.O=[N+]([O-])c1ccccc1.O=[N+]([O-])c1ccccc1.O=[N+]([O-])c1ccccc1"
C 0.4141 1.5990 1.7387 -0.17 0.00 0.02
C -0.1345 1.9595 0.3456 -0.14 0.12 0.12
C -1.0534 0.9023 -0.3071 -0.08 0.20 -0.04
C -0.5073 0.1859 -1.5498 0.03 0.11 0.01
C 0.7849 -0.6583 -1.4250 -0.18 -0.17 0.01
C 2.0691 -0.0755 -2.0556 0.36 -0.32 0.25
C 2.9130 0.4096 -0.8663 0.15 0.26 -0.50
N 4.3565 0.5064 -1.1023 -0.41 0.20 -0.30
C 2.5210 -0.6032 0.2066 0.20 -0.18 0.58
O 3.2071 -1.0243 1.1219 -0.50 0.38 -0.47
N 1.2223 -0.9445 -0.0542 0.14 -0.21 -0.11
H -0.2592 1.9816 2.5137 0.12 -0.06 -0.07
H 0.4863 0.5200 1.8831 0.10 0.10 -0.06
H 1.4025 2.0316 1.9204 -0.10 -0.04 -0.02
H 0.6723 2.2251 -0.3468 -0.05 -0.12 0.07
H -0.7189 2.8797 0.4657 0.15 -0.06 -0.11
H -1.4068 0.1842 0.4444 0.19 0.03 -0.06
H -1.9552 1.4238 -0.6513 0.03 -0.19 0.06
H -1.2960 -0.4778 -1.9198 0.04 0.12 0.05
H -0.3553 0.9341 -2.3386 0.02 -0.11 0.09
H 0.5676 -1.6221 -1.8966 0.05 0.12 -0.11
H 1.9131 0.6609 -2.8444 -0.13 -0.04 0.20
H 2.6303 -0.9158 -2.4872 -0.09 0.15 -0.14
H 2.5447 1.3955 -0.5631 0.00 -0.14 0.27
H 4.6049 1.4869 -1.1635 0.13 -0.06 0.07
H 4.5634 0.1307 -2.0228 0.11 -0.16 0.15
H 0.8185 -1.7134 0.4606 0.03 0.10 0.06
O -3.8769 -1.9193 1.4160 -0.15 -0.03 0.01
N -2.9314 -2.4137 0.8375 0.17 0.09 0.06
O -2.7414 -2.3461 -0.3594 -0.05 0.01 -0.15
C -1.9244 -3.1206 1.6448 0.04 -0.03 0.06
C -2.1216 -3.2376 3.0077 -0.04 0.01 0.09
C -1.1623 -3.8969 3.7598 0.07 -0.03 -0.05
C -0.0315 -4.4189 3.1465 -0.03 0.01 0.01
C 0.1462 -4.2888 1.7748 -0.01 -0.01 0.04
C -0.8082 -3.6379 1.0105 0.09 -0.05 -0.05
H -3.0047 -2.8232 3.4703 -0.03 0.01 -0.06
H -1.2992 -4.0016 4.8270 -0.01 0.00 0.01
H 0.7145 -4.9311 3.7391 0.01 0.01 0.00
H 1.0280 -4.6957 1.2993 0.01 0.01 0.00
H -0.6901 -3.5338 -0.0584 -0.08 0.00 -0.02
O 9.2616 1.7101 2.0161 0.03 -0.04 -0.06
N 8.7604 2.4903 2.7981 -0.01 -0.01 0.01
O 9.3820 3.1662 3.5926 0.04 0.05 0.04
C 7.2933 2.6270 2.7846 -0.09 0.00 0.00
C 6.5564 1.8470 1.9124 -0.02 -0.06 -0.10
C 5.1773 1.9791 1.9081 -0.13 0.07 0.06
C 4.5624 2.8791 2.7690 0.06 0.01 0.00
C 5.3225 3.6536 3.6365 -0.02 -0.04 -0.05
C 6.7023 3.5304 3.6493 -0.04 0.08 0.08
H 7.0455 1.1479 1.2506 0.05 0.00 0.03
H 4.5872 1.3666 1.2412 0.05 -0.12 0.05
H 3.4840 2.9736 2.7673 0.00 0.00 0.01
H 4.8416 4.3534 4.3063 0.00 0.00 0.01
H 7.3090 4.1231 4.3170 0.06 -0.04 -0.02
O -5.8819 -5.3978 3.6512 0.08 -0.01 -0.01
N -6.9670 -4.9972 4.0205 -0.01 0.00 -0.01
O -7.5652 -5.4188 4.9881 -0.03 -0.02 0.06
C -7.6021 -3.9228 3.2376 -0.04 0.04 -0.06
C -6.9561 -3.4496 2.1115 0.12 0.06 -0.09
C -7.5523 -2.4351 1.3803 -0.08 0.02 0.02
C -8.7776 -1.9186 1.7797 0.01 -0.02 0.01
C -9.4102 -2.4111 2.9144 0.04 0.01 -0.05
C -8.8219 -3.4231 3.6553 -0.10 0.04 0.05
H -6.0007 -3.8555 1.8156 0.00 -0.04 0.06
H -7.0554 -2.0485 0.5014 0.02 0.00 0.01
H -9.2416 -1.1278 1.2051 0.00 0.01 0.00
H -10.3632 -2.0055 3.2250 -0.01 0.00 0.00
H -9.2983 -3.8154 4.5409 0.05 -0.05 0.01
O 2.4263 0.7553 -5.9268 0.07 -0.02 -0.02
N 1.3253 1.2094 -5.6972 0.01 -0.01 0.05
O 0.5253 0.7141 -4.9275 -0.09 -0.01 0.01
C 0.9341 2.4491 -6.3865 -0.03 0.06 -0.06
C 1.8190 3.0206 -7.2821 0.09 0.04 -0.06
C 1.4428 4.1852 -7.9314 -0.06 0.02 0.02
C 0.2020 4.7551 -7.6779 0.01 -0.02 0.01
C -0.6691 4.1642 -6.7720 0.05 0.02 -0.04
C -0.3058 2.9987 -6.1170 -0.11 0.04 0.04
H 2.7801 2.5651 -7.4667 -0.02 -0.06 0.04
H 2.1197 4.6471 -8.6365 0.01 0.00 0.00
H -0.0879 5.6633 -8.1895 0.00 0.01 0.00
H -1.6341 4.6101 -6.5752 -0.01 0.00 0.00
H -0.9718 2.5253 -5.4114 0.05 -0.06 0.01

No. 2
81
Properties=species:S:1:pos:R:3:forces:R:3 method="wB97M-V/def2-TZVPD" homo_ev="-6.449 / -6.450" energy_ha=-10269.43821 de_lowest_kcal_mol=27.4 lumo_ev="-1.14 / -1.14" total_charge=0
W -0.9996 0.3119 0.1396 0.23 -1.48 1.59
Se -2.2274 -1.5162 -0.3956 0.10 0.10 -0.09
P 0.0471 0.2899 -2.5880 -0.30 0.89 -0.03
Se -1.4426 1.7670 -1.7809 -0.08 0.37 -0.75
C -0.7657 -0.3791 -4.0785 0.12 -0.22 0.12
C -2.1507 -0.4747 -4.1777 -0.02 0.07 -0.02
C -2.7290 -1.1116 -5.2658 0.00 -0.01 -0.01
C -1.9332 -1.6666 -6.2572 -0.01 0.00 0.01
C -0.5511 -1.6011 -6.1491 0.01 0.01 0.00
C 0.0308 -0.9757 -5.0576 0.01 -0.02 0.02
C 1.2795 1.5326 -3.1481 0.04 -0.16 0.02
C 2.0507 2.1031 -2.1370 -0.09 0.04 0.01
C 2.9673 3.0979 -2.4332 -0.01 0.02 -0.03
C 3.1260 3.5291 -3.7435 0.00 -0.01 0.03
C 2.3565 2.9670 -4.7512 -0.01 -0.02 -0.02
C 1.4320 1.9732 -4.4583 0.00 0.00 -0.02
H -2.7775 -0.0399 -3.4083 0.01 0.00 0.00
H -3.8072 -1.1734 -5.3366 0.00 0.00 0.00
H -2.3883 -2.1566 -7.1080 0.00 0.00 0.00
H 0.0767 -2.0447 -6.9110 0.00 0.00 0.00
H 1.1106 -0.9543 -4.9684 0.02 0.03 0.00
H 1.9201 1.7905 -1.1062 -0.04 0.02 -0.05
H 3.5574 3.5316 -1.6361 0.00 0.00 0.00
H 3.8441 4.3043 -3.9777 0.00 0.00 0.00
H 2.4669 3.3064 -5.7733 0.00 0.00 0.00
H 0.8221 1.5656 -5.2525 -0.02 -0.05 -0.01
O 2.2073 1.9492 1.6671 0.01 0.11 0.03
C 1.0499 1.7183 1.9261 -0.19 0.12 0.13
O 0.0991 1.7649 0.9944 0.23 -0.24 -0.40
C 0.5358 1.5080 3.3070 -0.03 -0.17 -0.09
C 1.2505 2.1197 4.3371 0.05 -0.01 0.05
C 0.8212 2.0492 5.6468 0.02 0.00 -0.02
C -0.3411 1.3419 5.9361 -0.02 -0.01 0.00
C -1.0518 0.7213 4.9282 0.00 0.00 0.01
C -0.6318 0.7829 3.5923 0.06 0.05 -0.01
S -1.5959 -0.1943 2.4932 -0.13 0.14 -0.22
H 2.1522 2.6580 4.0745 -0.01 0.00 -0.01
H 1.3785 2.5391 6.4337 0.00 0.00 0.00
H -0.6961 1.2726 6.9567 0.00 0.00 0.00
H -1.9498 0.1632 5.1635 0.00 0.00 0.00
C 1.8700 -3.8157 2.7749 -0.01 -0.01 0.00
Si 0.5837 -3.3974 1.4708 0.02 0.00 -0.04
C -1.0602 -3.6329 2.3332 0.01 0.01 0.01
C 0.6752 -4.5952 0.0305 -0.03 -0.01 0.01
As 1.0124 -1.2371 0.6743 -0.23 0.28 -0.12
Si 3.3491 -1.0057 0.6623 0.02 0.05 0.05
C 4.0457 0.3675 -0.3907 0.03 -0.03 -0.01
C 3.9932 -0.7957 2.4058 0.01 0.00 -0.01
C 3.9875 -2.6032 -0.0988 0.01 0.02 -0.01
H 1.5863 -4.7584 3.2520 0.01 -0.01 -0.02
H 1.8775 -3.0441 3.5470 -0.01 -0.01 0.01
H 2.8833 -3.9272 2.3924 0.02 0.02 0.00
H -1.1387 -4.7019 2.5587 -0.01 0.01 0.01
H -1.9249 -3.3493 1.7372 -0.01 0.01 -0.01
H -1.0958 -3.0802 3.2716 0.00 0.02 0.00
H 0.5373 -5.6269 0.3667 0.01 0.00 0.01
H 1.6311 -4.5239 -0.4899 0.01 0.00 0.00
H -0.1143 -4.3664 -0.6897 0.01 0.00 -0.01
H 3.7940 1.3484 0.0086 0.02 -0.03 -0.01
H 3.7322 0.3092 -1.4334 0.04 -0.05 0.05
H 5.1343 0.2528 -0.3628 0.01 0.00 0.00
H 3.6606 0.1683 2.7936 0.00 -0.01 0.01
H 5.0875 -0.8102 2.4057 0.00 0.00 -0.01
H 3.6415 -1.5799 3.0753 0.00 -0.01 0.00
H 3.5979 -2.7168 -1.1125 0.00 0.00 0.00
H 3.7323 -3.4996 0.4638 -0.02 -0.01 0.01
H 5.0786 -2.5475 -0.1622 0.00 -0.01 0.01
S -3.5988 4.2266 1.2543 -0.01 0.00 0.03
C -2.3468 3.0916 1.0193 0.00 -0.02 0.04
N -2.7047 1.8646 0.7920 0.15 0.31 -0.32
C -4.1011 1.7481 0.8034 0.00 -0.07 0.15
C -4.8556 0.5810 0.6799 0.01 -0.01 -0.04
C -6.2292 0.6673 0.7385 0.00 0.01 0.00
C -6.8757 1.8941 0.9314 0.00 0.00 0.00
C -6.1466 3.0518 1.0892 -0.01 0.00 0.00
C -4.7579 2.9621 1.0300 0.01 0.00 0.02
H -1.3084 3.3851 1.0484 0.00 0.00 -0.04
H -4.3682 -0.3726 0.5573 0.01 0.00 -0.01
H -6.8185 -0.2348 0.6425 0.00 0.00 0.00
H -7.9560 1.9315 0.9714 0.00 0.00 0.00
H -6.6336 4.0021 1.2612 0.00 0.00 0.00

No. 3
89
Properties=species:S:1:pos:R:3:forces:R:3 method="wB97M-V/def2-TZVPD" multiplicity=4 homo_ev="-13.780 / -13.914" energy_ha=-2786.19285 lumo_ev="-7.84 / -7.68" total_charge=+2
Mo 0.2032 1.0427 0.1023 0.09 0.31 0.09
C -1.9181 3.9973 0.8035 0.00 -0.01 0.00
C -1.4271 3.7504 -0.5812 0.00 -0.01 -0.01
C -1.7636 4.4522 -1.7333 -0.03 0.01 0.03
C -1.0582 3.8493 -2.7540 0.02 -0.02 0.01
N -0.3197 2.8589 -2.2403 -0.03 0.05 -0.04
N -0.5551 2.7737 -0.9010 0.05 -0.04 0.01
B 0.5854 1.8180 -2.9451 -0.01 -0.01 -0.01
N 1.9338 1.7325 -2.1568 0.02 0.00 0.00
C 3.1676 1.8286 -2.6491 0.00 0.01 0.01
C 4.0743 1.6993 -1.6076 0.01 0.02 0.02
C 3.3075 1.5158 -0.4664 0.00 0.03 -0.03
C 3.7701 1.3895 0.9471 0.00 -0.01 -0.02
N 2.0022 1.5240 -0.8171 -0.03 -0.11 0.01
N -0.1592 0.4546 -2.7959 0.01 -0.02 0.00
C -0.5911 -0.4283 -3.6847 -0.02 0.00 0.00
C -1.2995 -1.4290 -3.0212 -0.01 0.01 -0.01
C -1.2693 -1.0902 -1.6863 0.00 0.01 -0.03
C -1.9693 -1.7795 -0.5654 0.01 0.02 0.01
N -0.5468 0.0588 -1.5408 -0.02 -0.11 -0.02
N 0.8867 2.1913 -4.3580 0.03 0.03 0.05
C 1.3250 3.4011 -4.8195 -0.03 -0.01 -0.01
C 1.8916 3.2029 -6.0435 0.02 0.01 -0.01
C 1.7965 1.8063 -6.2714 0.00 0.02 0.01
C 2.2638 1.0368 -7.4602 0.01 -0.01 0.01
N 1.2156 1.2073 -5.2495 -0.01 -0.02 -0.03
H -2.4391 4.9510 0.8373 0.00 0.00 0.00
H -1.0960 4.0361 1.5157 0.01 0.00 0.01
H -2.6264 3.2281 1.1139 0.00 0.00 0.00
H -2.4339 5.2909 -1.8074 0.01 -0.01 0.00
H -1.0420 4.0603 -3.8096 0.00 0.00 0.00
H 3.3282 1.9974 -3.7026 0.00 -0.01 0.01
H 5.1471 1.7678 -1.6662 -0.01 0.00 0.00
H 4.5927 2.0800 1.1260 0.00 0.00 -0.01
H 4.1503 0.3887 1.1622 -0.01 0.00 -0.01
H 2.9743 1.6373 1.6466 0.00 0.00 0.03
H -0.3552 -0.2907 -4.7271 0.00 -0.01 0.01
H -1.7926 -2.2764 -3.4659 0.00 0.01 0.00
H -2.1592 -2.8163 -0.8359 0.00 -0.01 0.00
H -2.9309 -1.2984 -0.3795 0.00 -0.01 0.00
H -1.4129 -1.7601 0.3702 0.00 0.00 0.00
H 1.2136 4.3060 -4.2438 0.00 -0.01 0.00
H 2.3080 3.9495 -6.6984 0.00 -0.01 0.01
H 1.9202 1.5044 -8.3819 -0.01 -0.01 0.00
H 1.8900 0.0160 -7.4232 0.00 0.00 0.00
H 3.3534 1.0050 -7.4961 0.00 0.01 -0.01
O -1.6264 0.6922 1.0700 -0.02 0.01 0.07
C -1.9217 0.8382 2.2758 -0.03 -0.01 -0.02
C -1.0850 1.4177 3.2732 0.06 -0.02 -0.03
C -1.5340 1.4056 4.6042 -0.04 -0.01 0.04
C -0.7536 1.9756 5.5698 0.00 0.01 -0.03
C 0.4570 2.5966 5.2646 -0.02 -0.01 0.02
C 0.8993 2.6382 3.9585 0.04 0.02 -0.03
C 0.1468 2.0360 2.9511 -0.08 0.00 0.04
O 0.5781 2.0922 1.6925 -0.03 -0.09 -0.12
N -1.2119 1.9374 6.9755 -0.01 -0.03 0.08
O -0.4889 2.4519 7.7972 -0.06 -0.03 -0.06
O -2.2699 1.3864 7.1886 0.08 0.06 -0.02
H -2.9162 0.5053 2.5844 -0.01 0.00 -0.02
H -2.4744 0.9416 4.8735 0.01 0.00 0.00
H 1.0277 3.0470 6.0657 0.00 0.00 -0.01
H 1.8223 3.1374 3.6966 0.00 0.00 0.01
N 1.0723 -0.7305 1.1511 0.00 -0.02 0.01
C 1.4490 -2.0613 0.5652 -0.01 0.00 -0.03
C 2.5886 -2.0137 -0.4340 -0.01 0.01 0.00
N 2.1733 -1.3988 -1.6881 0.01 0.03 0.04
H 1.8997 -0.3766 1.6327 0.02 0.01 0.00
H 0.4118 -0.9598 1.9061 0.00 -0.03 0.00
H 0.5598 -2.4764 0.0915 0.01 0.01 0.00
H 1.7209 -2.7156 1.3955 -0.01 0.00 0.01
H 2.9532 -3.0404 -0.5473 0.01 0.00 0.01
H 3.4216 -1.4413 -0.0192 0.00 0.01 0.00
H 1.6379 -2.0561 -2.2445 -0.01 -0.01 -0.01
H 2.9814 -1.1467 -2.2439 0.02 0.01 -0.02
O -4.0956 -8.2515 3.1289 -0.03 -0.04 -0.02
C -3.3883 -7.5854 2.2092 0.07 0.01 0.01
O -3.1820 -8.0395 1.1237 -0.02 -0.01 -0.03
C -2.8632 -6.2209 2.5792 -0.03 0.01 0.01
C -1.6875 -5.8053 1.9423 0.01 0.00 -0.02
C -1.1825 -4.5536 2.1827 -0.01 -0.02 0.00
C -1.8571 -3.6645 3.0538 0.04 0.07 0.00
S -1.2799 -2.0902 3.3360 -0.01 -0.02 0.03
C -3.0423 -4.0990 3.6907 -0.02 -0.02 0.01
C -3.5337 -5.3650 3.4533 0.00 0.00 0.00
H -4.0623 -7.8339 3.9972 0.00 0.03 0.03
H -1.2008 -6.4905 1.2613 0.00 0.00 0.00
H -0.2638 -4.2296 1.7126 0.00 0.00 0.00
H -3.5571 -3.4218 4.3584 0.00 0.00 0.00
H -4.4585 -5.6724 3.9257 0.00 0.00 0.00